{"formula": "C43H50AgAs2Ge2O7P2", "method": "ωB97M-V/def2-TZVPD", "elements": ["Ag", "C", "C", "As", "C", "C", "C", "C", "C", "C", "C", "C", "C", "C", "C", "C", "As", "C", "C", "C", "C", "C", "C", "C", "C", "C", "C", "C", "C", "H", "H", "H", "H", "H", "H", "H", "H", "H", "H", "H", "H", "H", "H", "H", "H", "H", "H", "H", "H", "H", "H", "H", "H", "C", "C", "O", "P", "O", "O", "O", "P", "O", "O", "O", "H", "H", "H", "H", "H", "H", "H", "C", "Ge", "C", "C", "Ge", "C", "C", "C", "C", "C", "C", "C", "C", "C", "C", "C", "C", "H", "H", "H", "H", "H", "H", "H", "H", "H", "H", "H", "H", "H", "H", "H", "H", "H", "H", "H"], "xyz": [[-1.236, -2.649, -0.620], [1.578, -3.043, 2.161], [2.961, -2.813, 1.563], [3.212, -1.391, 0.349], [2.135, 0.025, 1.086], [0.773, 0.217, 0.899], [0.018, 1.184, 1.564], [0.682, 1.895, 2.534], [2.006, 1.666, 2.841], [2.762, 0.784, 2.082], [2.110, -2.015, -1.213], [1.462, -1.049, -2.018], [0.700, -1.431, -3.123], [0.626, -2.760, -3.496], [1.328, -3.720, -2.805], [2.090, -3.302, -1.684], [0.143, -3.857, 1.111], [0.915, -5.566, 0.661], [0.169, -6.453, -0.187], [0.430, -7.824, -0.179], [1.386, -8.310, 0.702], [2.185, -7.446, 1.483], [1.992, -6.037, 1.420], [-1.000, -4.290, 2.627], [-2.084, -3.441, 2.811], [-2.787, -3.498, 4.029], [-2.466, -4.384, 5.019], [-1.456, -5.324, 4.786], [-0.768, -5.304, 3.573], [1.175, -2.137, 2.623], [1.702, -3.793, 2.997], [3.217, -3.649, 0.948], [3.706, -2.630, 2.350], [0.180, -0.296, 0.121], [-1.065, 1.304, 1.273], [0.273, 2.789, 2.960], [2.450, 2.273, 3.626], [3.817, 0.656, 2.229], [1.460, -0.050, -1.739], [0.062, -0.700, -3.592], [0.075, -3.178, -4.319], [1.270, -4.762, -3.151], [2.577, -4.087, -1.195], [-0.532, -6.105, -0.967], [0.037, -8.501, -0.911], [1.653, -9.347, 0.598], [2.996, -7.974, 1.998], [2.539, -5.439, 2.149], [-2.415, -2.716, 2.119], [-3.597, -2.798, 4.191], [-2.893, -4.317, 6.001], [-1.096, -6.036, 5.552], [0.026, -6.017, 3.352], [-5.423, 0.178, -2.463], [-4.455, -0.812, -1.801], [-5.107, -2.002, -1.287], [-3.832, -0.148, -0.206], [-5.132, 0.181, 0.626], [-3.408, 1.359, -0.490], [-2.750, -0.903, 0.482], [-3.055, -1.150, -2.990], [-2.180, 0.205, -2.846], [-3.645, -1.262, -4.349], [-2.348, -2.296, -2.350], [-6.358, 0.212, -1.881], [-5.690, -0.090, -3.512], [-5.030, 1.171, -2.493], [-4.739, -2.711, -1.801], [-5.749, -0.512, 0.565], [-2.647, 1.443, -1.075], [-2.397, 0.856, -3.542], [3.459, 7.207, 0.898], [3.230, 5.539, -0.092], [4.214, 5.701, -1.703], [4.315, 4.219, 0.948], [1.057, 4.443, -0.563], [0.506, 3.952, -2.321], [-0.822, 3.951, -2.823], [-1.042, 3.637, -4.168], [0.017, 3.271, -5.014], [1.270, 3.246, -4.483], [1.525, 3.536, -3.165], [-0.516, 4.814, 0.564], [-1.741, 4.202, 0.327], [-2.802, 4.377, 1.165], [-2.658, 5.200, 2.225], [-1.481, 5.820, 2.454], [-0.419, 5.701, 1.618], [2.691, 7.650, 1.525], [3.959, 7.989, 0.309], [4.228, 6.909, 1.627], [4.820, 6.609, -1.587], [3.633, 5.896, -2.571], [4.921, 4.913, -1.818], [5.170, 4.584, 1.358], [4.509, 3.332, 0.319], [3.685, 3.812, 1.768], [-1.748, 4.154, -2.271], [-1.974, 3.771, -4.619], [-0.190, 3.122, -6.080], [2.090, 3.112, -5.165], [2.519, 3.567, -2.817], [-1.938, 3.523, -0.481], [-3.736, 3.945, 0.912], [-3.408, 5.447, 2.911], [-1.382, 6.517, 3.232], [0.498, 6.262, 1.804]], "forces_ev_per_a": [[0.5, -0.2, 0.8], [0.4, -0.8, 1.4], [-1.1, -0.1, 0.7], [0.5, 1.0, -2.4], [-0.6, 0.0, 0.8], [-1.5, -0.1, -1.1], [-0.4, -0.6, -0.6], [-0.3, 1.0, 0.1], [0.8, 0.1, -0.2], [-0.6, -0.3, -0.1], [0.2, 1.4, -0.3], [-0.4, -2.0, -0.2], [0.0, 0.3, 0.6], [0.2, -1.1, -0.3], [0.7, 0.7, 0.7], [-1.0, -1.0, -1.0], [-0.3, 0.5, -0.6], [-0.6, -0.9, -0.2], [0.6, 0.2, -0.2], [0.7, 1.1, 0.5], [0.9, 0.9, -0.1], [-0.3, -0.4, -1.2], [-0.8, -2.1, 0.8], [-0.6, -0.2, -0.1], [-0.1, -0.7, 1.7], [-0.3, 0.5, -0.8], [1.0, -0.7, 0.3], [0.7, -0.3, -0.2], [0.5, 0.5, -0.2], [-0.1, -0.1, -0.1], [-0.3, 0.8, -0.6], [0.6, -0.8, -0.1], [-0.2, -0.4, -0.2], [0.7, -0.2, 0.4], [1.4, 0.1, 0.6], [-0.7, 0.1, 0.5], [0.1, -0.1, -0.2], [0.4, 0.0, 0.3], [0.1, 1.7, 0.4], [0.2, 0.2, -0.3], [-0.5, 0.7, -0.4], [0.3, 0.5, 0.5], [0.9, -1.0, 1.0], [0.2, 0.3, 0.9], [-0.6, -0.1, -0.1], [0.0, -0.3, 0.5], [-0.2, 0.8, 0.2], [-0.1, 0.1, -0.5], [0.1, 0.7, -0.9], [0.0, 0.1, 0.0], [-0.4, -0.1, 0.2], [-0.6, 0.4, -0.4], [-0.1, 0.0, 0.3], [-1.3, -1.0, -0.3], [0.3, 0.7, 0.6], [-0.1, 0.8, -0.6], [1.1, 0.5, -0.7], [1.0, 1.1, 0.4], [-0.1, 0.6, 0.2], [-0.6, -0.1, -0.3], [-1.9, -0.2, -0.7], [0.2, 0.6, -0.1], [0.6, 0.1, 0.5], [0.4, -0.3, -0.5], [0.3, 0.1, -0.2], [0.4, -0.2, 0.9], [0.4, 0.7, 0.1], [0.2, -0.9, -0.2], [-1.5, -1.6, 0.0], [0.2, -0.3, -0.1], [0.1, -0.5, 0.2], [0.8, 0.3, 0.8], [-0.2, -0.9, 0.9], [0.8, 1.5, -0.2], [-3.8, -1.9, -0.9], [-0.4, 0.2, 1.3], [-0.9, -0.3, -0.1], [-0.2, -0.3, -0.8], [1.8, -0.2, 0.4], [-1.5, 0.5, 0.0], [1.1, -0.2, -0.9], [-1.0, 0.5, -0.2], [0.9, 0.0, -1.3], [0.3, -0.7, -0.3], [-0.5, -0.1, -0.6], [-0.3, 0.3, 0.9], [0.8, 1.1, 0.2], [1.2, -0.4, -0.4], [-0.4, 0.0, -0.3], [-0.5, -0.2, -0.1], [-0.1, 0.0, -0.1], [0.0, -0.1, 0.1], [-0.5, -0.2, -0.9], [0.3, -0.8, -0.3], [2.6, 1.3, 1.0], [0.1, 0.5, 0.1], [0.3, 0.3, -0.3], [0.9, 0.4, 0.1], [-1.6, 0.0, -0.3], [0.3, -0.1, 0.5], [0.4, -0.4, 0.0], [1.1, -0.1, 0.3], [0.5, -0.1, -0.3], [-0.7, -0.5, 0.0], [-1.5, -0.1, 0.7], [-0.1, 0.7, 1.2], [-0.2, -0.2, 0.0]], "mulliken_charge": [1.408, -1.148, -1.158, 0.064, -0.074, 1.712, -1.032, -0.090, -1.173, -0.663, -0.125, -1.029, -0.501, -0.590, -0.528, -0.606, 0.952, 0.870, -0.604, -0.561, -0.516, -0.785, -0.308, 0.456, -1.183, -0.507, -0.484, -0.564, -0.280, 0.627, 0.753, 0.474, 0.455, -0.251, 0.198, 0.394, 0.439, 0.464, 1.193, 0.618, 0.372, 0.422, 0.513, 0.267, 0.402, 0.352, 0.362, 0.253, 0.658, 0.434, 0.395, 0.340, 0.316, -1.680, 0.903, -0.584, 0.438, -0.592, -0.461, -0.367, 0.712, -0.195, -0.857, -0.964, 0.357, 0.363, 0.327, 0.451, 0.359, 0.204, 0.164, -1.343, 0.627, -1.428, -1.375, -0.184, 0.659, -0.018, -1.056, -0.515, -0.821, -0.837, 0.614, 0.509, -0.966, -0.627, -0.702, -0.224, 0.347, 0.385, 0.434, 0.446, 0.434, 0.400, 0.655, 0.365, 0.222, 0.658, 0.579, 0.423, 0.408, 0.649, -0.296, 0.519, 0.451, 0.475, 0.153], "spin_multiplicity": 2, "s2": 0.759, "molar_mass_g_mol": 1143.75, "homo_lumo_gap_ev": [6.829, 7.617]}

***

{"formula": "C43H50B2CdF4N11O2S4", "method": "ωB97M-V/def2-TZVPD", "elements": ["Cd", "C", "C", "C", "C", "N", "N", "B", "N", "N", "C", "C", "C", "C", "C", "S", "C", "C", "C", "C", "N", "N", "C", "C", "C", "C", "C", "S", "C", "C", "C", "C", "C", "S", "C", "C", "C", "C", "H", "H", "H", "H", "H", "H", "H", "H", "H", "H", "H", "H", "H", "H", "H", "H", "H", "H", "H", "H", "H", "H", "H", "H", "H", "H", "H", "H", "H", "H", "H", "H", "H", "H", "H", "H", "H", "H", "H", "C", "C", "C", "C", "C", "C", "C", "S", "O", "O", "N", "C", "C", "C", "C", "C", "N", "H", "H", "H", "H", "H", "H", "H", "H", "H", "H", "H", "N", "C", "C", "C", "N", "C", "N", "F", "B", "F", "F", "F"], "xyz": [[1.282, 2.703, 1.753], [4.943, -0.925, 3.376], [4.105, -1.414, 2.245], [4.576, -2.265, 1.298], [3.738, -2.636, 0.214], [2.536, -2.174, 0.127], [2.047, -1.330, 1.044], [0.679, -0.893, 0.553], [-0.298, -2.117, 0.511], [-0.315, -3.308, -0.032], [-1.293, -4.113, 0.311], [-2.324, -3.694, 1.191], [-2.298, -2.449, 1.758], [-3.327, -1.908, 2.688], [-1.194, -1.660, 1.393], [-0.515, -0.194, 1.934], [-1.205, -5.527, -0.253], [-1.214, -5.455, -1.785], [0.126, -6.127, 0.223], [-2.360, -6.414, 0.213], [0.766, -0.187, -0.825], [-0.007, -0.745, -1.758], [-0.052, -0.271, -2.967], [0.690, 0.879, -3.329], [1.529, 1.438, -2.417], [2.398, 2.611, -2.732], [1.586, 0.865, -1.102], [2.738, 1.422, 0.012], [-0.851, -1.050, -4.002], [0.145, -1.630, -5.019], [-1.610, -2.178, -3.305], [-1.838, -0.123, -4.722], [2.759, -0.897, 2.130], [2.191, 0.190, 3.270], [4.190, -3.567, -0.901], [4.374, -4.973, -0.315], [3.125, -3.603, -2.003], [5.510, -3.046, -1.483], [5.918, -1.411, 3.386], [4.427, -1.095, 4.320], [5.066, 0.156, 3.278], [5.590, -2.639, 1.360], [-3.135, -4.366, 1.434], [-4.024, -2.680, 3.007], [-3.874, -1.111, 2.179], [-2.847, -1.465, 3.562], [-0.352, -4.889, -2.132], [-2.119, -4.957, -2.136], [-1.176, -6.459, -2.210], [0.947, -5.481, -0.084], [0.274, -7.120, -0.206], [0.142, -6.215, 1.311], [-3.319, -6.023, -0.128], [-2.379, -6.509, 1.299], [-2.238, -7.414, -0.204], [0.605, 1.295, -4.324], [2.230, 2.958, -3.751], [3.446, 2.339, -2.605], [2.197, 3.421, -2.031], [0.882, -2.265, -4.523], [0.673, -0.834, -5.546], [-0.393, -2.229, -5.756], [-0.913, -2.822, -2.773], [-2.165, -2.767, -4.037], [-2.299, -1.754, -2.574], [-1.317, 0.602, -5.350], [-2.433, 0.415, -3.990], [-2.501, -0.709, -5.360], [3.427, -5.337, 0.087], [5.111, -4.966, 0.490], [4.713, -5.666, -1.086], [2.161, -3.896, -1.592], [3.420, -4.305, -2.785], [3.005, -2.611, -2.440], [6.317, -3.103, -0.752], [5.397, -2.006, -1.791], [5.794, -3.638, -2.353], [-5.706, 5.783, 3.010], [-5.029, 4.852, 2.043], [-5.157, 5.023, 0.669], [-4.474, 4.196, -0.214], [-3.660, 3.197, 0.284], [-3.540, 2.993, 1.651], [-4.227, 3.816, 2.523], [-2.682, 2.187, -0.816], [-2.970, 2.620, -2.172], [-3.051, 0.813, -0.565], [-1.171, 2.440, -0.328], [-0.628, 3.647, -0.586], [-1.153, 4.544, -1.562], [-0.554, 5.747, -1.807], [0.571, 6.113, -1.081], [1.033, 5.228, -0.141], [0.488, 4.029, 0.114], [-6.456, 6.392, 2.508], [-4.966, 6.447, 3.459], [-6.179, 5.227, 3.819], [-5.788, 5.815, 0.284], [-4.559, 4.315, -1.286], [-2.898, 2.201, 2.013], [-4.136, 3.666, 3.592], [-2.020, 4.232, -2.117], [-0.960, 6.407, -2.564], [1.063, 7.062, -1.238], [1.906, 5.471, 0.453], [-0.214, 3.283, 3.101], [-0.767, 3.809, 3.973], [-1.506, 4.408, 4.967], [-2.299, 3.633, 5.833], [-2.982, 3.027, 6.541], [-1.505, 5.808, 5.135], [-1.545, 6.950, 5.300], [4.125, 2.617, 2.366], [3.662, 3.798, 2.970], [3.037, 4.571, 1.938], [4.678, 4.491, 3.578], [2.628, 3.460, 3.868]], "forces_ev_per_a": [[0.8, -0.5, -0.5], [0.0, 0.0, 0.0], [0.2, -0.2, -0.1], [-0.1, 0.2, 0.2], [-0.1, 0.0, -0.1], [-0.1, -0.1, -0.4], [0.7, 0.1, 0.6], [0.4, 0.0, 0.0], [-0.7, -0.1, 0.2], [0.3, -0.2, -0.3], [-0.2, 0.0, 0.1], [0.2, 0.2, 0.0], [-0.2, -0.1, 0.0], [0.0, 0.1, -0.1], [0.1, -0.3, -0.3], [-0.3, 0.4, -0.1], [0.1, -0.1, -0.1], [0.0, 0.0, 0.2], [-0.1, 0.0, 0.0], [0.1, 0.1, 0.0], [0.3, 0.8, -0.5], [-0.4, -0.3, 0.1], [0.1, 0.1, -0.1], [0.1, 0.0, 0.3], [-0.1, -0.1, 0.0], [-0.1, 0.0, 0.0], [-0.3, -0.6, 0.0], [0.0, 0.3, 0.3], [0.0, -0.1, 0.1], [-0.1, 0.0, 0.1], [0.1, 0.2, -0.1], [0.2, 0.0, 0.1], [-0.4, 0.0, 0.0], [0.0, 0.2, 0.0], [-0.1, 0.0, 0.0], [0.0, 0.1, 0.0], [0.1, 0.0, 0.1], [-0.1, 0.0, 0.1], [0.0, 0.0, 0.0], [0.1, 0.0, 0.0], [0.0, 0.0, 0.1], [0.0, 0.0, 0.0], [0.0, 0.0, 0.0], [0.0, 0.0, 0.0], [0.0, 0.0, 0.1], [0.0, 0.0, 0.0], [0.0, 0.0, -0.1], [0.0, 0.0, -0.1], [0.0, 0.0, 0.0], [0.1, 0.0, 0.0], [0.0, 0.0, 0.0], [0.0, 0.0, 0.0], [-0.1, 0.0, 0.0], [0.0, 0.0, 0.0], [0.0, 0.0, 0.0], [0.0, 0.0, 0.0], [0.0, 0.0, 0.0], [0.0, 0.1, 0.0], [0.0, 0.1, 0.0], [0.0, 0.0, 0.0], [0.0, 0.0, 0.0], [0.0, 0.0, 0.0], [0.0, -0.1, 0.0], [0.0, 0.0, 0.0], [-0.1, -0.1, 0.0], [0.0, 0.0, 0.0], [-0.2, 0.2, 0.0], [0.0, 0.0, 0.0], [0.0, 0.0, 0.0], [0.0, -0.1, 0.0], [0.0, 0.0, 0.0], [-0.1, 0.0, -0.1], [0.0, 0.0, 0.0], [-0.1, 0.0, -0.1], [0.1, 0.0, 0.0], [0.0, 0.0, 0.0], [0.0, 0.0, 0.0], [0.1, 0.0, 0.0], [-0.1, 0.0, -0.1], [0.0, -0.1, 0.1], [0.1, 0.0, -0.1], [0.2, 0.0, -0.3], [0.0, 0.0, 0.1], [0.0, -0.1, -0.1], [0.0, -0.5, 0.2], [-0.2, -0.2, -0.1], [0.4, -0.2, 0.4], [-0.4, -0.6, 0.1], [0.3, 1.1, -0.3], [0.2, 0.2, 0.0], [-0.1, 0.0, 0.0], [0.1, 0.2, 0.0], [0.4, 0.1, 0.2], [-0.9, -0.1, -0.7], [0.0, 0.0, 0.0], [0.0, 0.0, 0.0], [0.0, 0.0, 0.0], [0.0, 0.0, 0.0], [0.0, 0.1, 0.0], [0.1, 0.0, 0.1], [0.0, 0.0, 0.1], [0.2, 0.2, -0.1], [0.0, 0.0, 0.0], [0.1, 0.0, 0.1], [-0.1, 0.0, 0.0], [-0.6, 0.2, 0.8], [0.0, -0.3, -0.5], [0.0, 0.2, 0.3], [-0.2, -0.2, 0.1], [0.0, 0.0, 0.0], [0.0, 0.3, 0.0], [0.0, 0.0, 0.0], [0.1, -0.1, -0.1], [0.3, 0.0, 0.1], [-0.1, -0.1, -0.1], [0.0, 0.1, 0.0], [-0.1, -0.1, 0.0]], "mulliken_charge": [2.650, -1.857, 0.273, -0.872, 0.322, 0.008, 0.122, -0.958, 0.415, -0.295, -0.374, -0.331, -0.009, -1.560, 0.810, -0.430, 2.594, -1.534, -1.388, -2.422, 0.922, -0.033, -0.016, -0.660, -0.067, -1.837, 0.937, -0.374, 2.312, -1.747, -1.720, -1.851, 0.764, -0.174, 2.597, -1.673, -2.060, -1.868, 0.396, 0.383, 0.309, 0.382, 0.577, 0.423, 0.270, 0.356, 0.139, 0.374, 0.486, 0.003, 0.436, 0.388, 0.477, 0.451, 0.413, 0.384, 0.417, 0.371, 0.241, 0.182, 0.377, 0.471, -0.090, 0.569, 0.297, 0.368, 0.264, 0.485, 0.239, 0.368, 0.472, 0.091, 0.547, 0.315, 0.367, 0.336, 0.469, -1.459, 0.892, -0.878, -0.397, -0.531, -0.542, -0.694, 1.716, -0.822, -0.753, 0.314, 0.089, -0.808, -0.844, -0.783, -0.998, 0.745, 0.372, 0.283, 0.366, 0.317, 0.471, 0.540, 0.548, 0.680, 0.416, 0.453, 0.448, -0.783, 0.249, 0.177, 0.110, -0.579, 0.011, -0.559, -0.287, 0.138, -0.333, -0.317, -0.386], "relative_energy_kcal_mol": 15.94, "total_charge": -1, "molar_mass_g_mol": 1091.24, "homo_lumo_gap_ev": 6.695}